# 1
C2H7NO3S2 | wB97M-V/def2-TZVPD

The relative energy (zero: lowest compared OMol25 entry of this formula, charge and spin) is 80.8 kcal per mole. Its total energy is -1157.1197 Eh. The strongest force on any atom is 6.23 eV Å⁻¹. As for the charge: 0. Its gap between HOMO and LUMO (spin up / spin down) is 6.7034 / 6.6915 eV.

Structure (XYZ):
```
15
Properties=species:S:1:pos:R:3:forces:R:3:lowdin_charge:R:1
C -2.179 0.622 0.047 -1.584 -0.220 -2.074 -0.06
C 0.014 -0.185 -0.650 -0.012 -0.645 6.201 -0.18
N -0.806 0.309 0.318 -0.560 -0.627 -4.777 -0.07
O 1.885 1.405 -0.488 -3.013 0.210 0.199 -0.14
O 1.559 -0.024 1.424 -0.331 -0.142 -0.037 -0.29
O 2.638 -0.880 -0.641 -0.275 -0.017 -0.152 -0.28
S 0.310 -2.908 0.160 -0.455 1.547 -0.688 0.27
S 1.643 -0.091 -0.003 2.313 0.066 -0.414 0.51
H -2.483 1.614 0.461 0.454 -0.753 -0.306 0.09
H -2.205 0.694 -1.148 -0.632 -0.196 2.755 0.14
H -2.914 -0.167 0.459 1.215 1.059 -0.836 0.12
H -0.215 -0.479 -1.599 -0.728 -0.268 -2.460 0.08
H 2.744 1.693 -0.668 2.473 0.162 -0.376 0.07
H -0.442 0.397 1.201 1.155 0.258 2.486 0.09
H 0.450 -2.001 1.127 -0.019 -0.434 0.478 -0.34
```
Positions in Å, forces in eV/Å.

***

# 2
C2H7NO4PS | wB97M-V/def2-TZVPD

The relative energy (zero: lowest compared OMol25 entry of this formula, charge and spin) is 20.7 kcal per mole. Its total energy is -1175.7376 Eh. The strongest force on any atom is 4.95 eV Å⁻¹. As for the charge: -1. Its gap between HOMO and LUMO is 7.7457 eV.

Structure (XYZ):
```
16
Properties=species:S:1:pos:R:3:forces:R:3:lowdin_charge:R:1
C -1.274 0.839 -1.224 2.350 0.323 0.896 -0.10
C -0.748 1.340 0.152 0.573 2.629 -0.955 -0.40
N 1.176 -3.209 -0.832 -0.244 1.842 -0.171 -0.31
O -0.082 -0.623 3.238 0.386 -0.471 -0.053 -0.39
O 1.195 1.532 2.560 -0.857 -0.701 -0.847 -0.42
O 1.306 -0.901 -1.998 1.675 1.556 -1.839 -0.48
O -0.794 0.325 1.043 -0.564 -0.478 2.388 -0.34
P 0.490 0.252 2.191 -1.080 0.870 0.483 0.30
S 0.678 -1.754 -1.072 -0.527 -4.446 2.113 0.82
H -0.526 0.669 -1.978 0.764 -0.033 -0.079 0.03
H -1.736 -0.099 -1.089 -1.050 -0.909 0.317 0.04
H -1.876 1.560 -1.651 -1.828 1.337 -0.783 0.03
H -1.352 2.295 0.411 0.361 -1.490 0.114 0.12
H 0.301 1.740 0.270 -0.613 -0.019 -1.398 0.10
H 2.059 -3.633 -1.178 -0.722 0.822 -0.100 0.01
H 1.182 -0.332 1.156 1.374 -0.833 -0.088 -0.01
```
Positions in Å, forces in eV/Å.